An isolated molecule of C20H23N5O4S2. Source: OMol25; level of theory: ωB97M-V/def2-TZVPD.

Geometry as XYZ:
```
54
C20H23N5O4S2 ωB97M-V/def2-TZVPD
C -3.78713 -1.65337 -2.35559
O -2.67136 -1.56221 -1.49780
C -2.46444 -2.68663 -0.67168
C -3.22752 -2.56806 0.66253
N -2.74455 -1.43982 1.40942
C -1.66044 -1.37565 2.23278
N -1.43458 -0.15235 2.60172
N -2.35972 0.63401 2.03096
C -3.13831 -0.13428 1.31822
S -4.48734 0.39066 0.34732
C -4.12000 2.16300 0.27346
C -2.75158 2.55726 -0.28311
O -2.37468 3.69815 -0.16926
N -2.05628 1.56027 -0.88660
C -0.67340 1.52671 -1.07457
C 0.10884 2.65758 -1.28762
C 1.48008 2.52539 -1.44012
C 2.09376 1.28438 -1.36212
C 1.30400 0.17366 -1.12782
S 2.02643 -1.43547 -0.81772
O 0.96537 -2.38423 -0.60553
O 3.00507 -1.74133 -1.81341
N 2.78538 -1.22260 0.66847
C 1.86526 -1.23839 1.78308
C 3.87157 -0.33172 0.70048
C 3.86757 0.81080 1.49758
C 4.96524 1.65353 1.50732
C 6.07150 1.37630 0.72402
C 6.07832 0.23895 -0.06778
C 4.99313 -0.61679 -0.07602
C -0.05979 0.27970 -0.99381
H -4.72935 -1.68411 -1.79850
H -3.71510 -2.53880 -2.99511
H -3.76899 -0.75934 -2.97557
H -1.38575 -2.73881 -0.48140
H -2.77403 -3.60570 -1.18220
H -3.07572 -3.47453 1.25177
H -4.29643 -2.42737 0.47914
H -1.09320 -2.23042 2.53440
H -4.19016 2.57250 1.28191
H -4.90782 2.60166 -0.34106
H -2.48888 0.64239 -0.94256
H -0.35768 3.62829 -1.32009
H 2.07970 3.40523 -1.61558
H 3.15886 1.17251 -1.48189
H 1.19359 -0.37361 1.80875
H 2.43047 -1.28708 2.71222
H 1.26820 -2.14051 1.67617
H 3.00922 1.05006 2.10514
H 4.94879 2.53631 2.12932
H 6.92377 2.03884 0.73293
H 6.93984 0.01005 -0.67718
H 4.99000 -1.49988 -0.69228
H -0.63723 -0.61382 -0.83302
```

Its total charge is 0. Its HOMO energy is -8.643 eV. The calculation puts the maximum force at 1.23 eV/Å. The value obtained for the HOMO-LUMO gap is 8.980 eV. The energy above the lowest of the compared OMol25 structures with the same formula, charge and spin comes out at 167.1 kJ/mol. The molar mass comes out at 461.57 g mol⁻¹.